1.
{
  "formula": "C4H10NO3",
  "method": "ωB97M-V/def2-TZVPD",
  "symbols": ["O", "C", "H", "C", "H", "C", "H", "H", "H", "O", "O", "H", "N", "H", "H", "H", "H", "C"],
  "coordinates": [[-0.819, 3.168, 0.864], [0.889, -0.104, 0.363], [-1.588, 1.182, 0.726], [-0.749, 1.880, 1.096], [1.441, -2.372, -1.952], [0.538, -0.931, -0.812], [0.010, -0.267, 1.112], [2.549, -1.641, -1.013], [-1.535, -1.975, -0.136], [-2.370, -1.791, 0.336], [-0.488, -0.985, -1.501], [-2.641, -1.013, -0.122], [1.610, -1.655, -1.249], [1.860, -0.191, 0.722], [1.298, 2.073, 0.223], [-0.503, 1.617, 2.177], [0.035, 1.580, -0.909], [0.464, 1.423, 0.077]],
  "mulliken_charge": [-0.84, -0.14, 0.02, -0.26, 0.24, 0.24, 0.18, 0.15, 0.35, -0.67, -0.69, 0.32, -0.39, 0.38, 0.42, 0.18, 0.23, -0.72],
  "e_above_lowest_kj_mol": 329.5,
  "e_homo_ev": -2.302,
  "gap_ev": 5.653,
  "charge": -1
}

***

2.
{
  "formula": "C4H10NO3",
  "method": "ωB97M-V/def2-TZVPD",
  "symbols": ["O", "H", "H", "H", "H", "H", "O", "C", "H", "C", "H", "C", "N", "O", "H", "H", "H", "C"],
  "coordinates": [[1.675, 0.264, 0.979], [0.767, -0.193, -1.328], [0.567, 1.351, -2.274], [-0.892, -0.894, 0.272], [-0.452, 1.541, -0.058], [2.730, -0.487, 2.969], [-1.908, 1.779, -1.529], [0.080, 0.486, -1.827], [-2.302, 0.154, 0.654], [1.624, -0.936, 1.329], [-2.277, -0.763, -0.844], [-0.953, 0.947, -0.825], [2.111, -1.213, 2.646], [1.200, -1.922, 0.679], [-0.414, -0.089, -2.621], [2.420, -2.159, 2.805], [-2.334, 2.353, -0.888], [-1.642, -0.217, -0.139]],
  "mulliken_charge": [-0.72, 0.31, 0.27, 0.28, 0.25, 0.21, -0.58, -1.25, 0.27, 0.66, 0.31, 0.60, -0.56, -0.75, 0.37, 0.20, 0.31, -1.19],
  "e_above_lowest_kj_mol": 40.7,
  "e_homo_ev": -4.243,
  "gap_ev": 7.926,
  "charge": -1
}

***

3.
{
  "formula": "C4H10NO3",
  "method": "ωB97M-V/def2-TZVPD",
  "symbols": ["H", "C", "H", "O", "O", "H", "C", "H", "H", "H", "C", "H", "H", "N", "C", "O", "H", "H"],
  "coordinates": [[0.699, -0.592, 1.914], [-0.407, -0.363, 0.079], [-1.252, -0.316, 0.760], [-0.267, 1.931, 1.494], [-0.064, 3.323, -0.266], [0.872, -2.943, -0.831], [-0.183, 2.225, 0.157], [1.495, 0.235, 0.769], [-1.129, 1.052, -1.335], [1.352, -1.356, 0.515], [-0.541, -1.581, -0.847], [-1.079, -1.313, -1.751], [-0.395, 2.765, 1.974], [0.850, -0.543, 0.910], [-0.287, 0.950, -0.662], [0.774, -2.071, -1.232], [-0.989, -2.406, -0.299], [0.552, 1.002, -1.349]],
  "mulliken_charge": [0.33, 0.30, 0.35, -0.45, -0.47, 0.35, 0.33, 0.36, 0.45, 0.37, -0.70, 0.32, 0.36, -0.26, -0.90, -0.61, 0.41, 0.44],
  "e_above_lowest_kj_mol": 32.9,
  "smiles": "[NH3+][C@H](CO)CC(=O)O",
  "e_homo_ev": -14.720,
  "gap_ev": 11.102,
  "charge": 1
}

***

| no. | M (g/mol) | DFT total energy (eV) |
| --- | --- | --- |
| 1 | 120.13 | -11941.9821 |
| 2 | 120.13 | -11944.9752 |
| 3 | 120.13 | -11936.2708 |